# 1
C4H8O5 | ωB97M-V/def2-TZVPD

```
! wB97M-V def2-TZVPD RIJCOSX def2/J DEFGRID3
* xyz 0 1
C 0.06406 1.80090 -0.07370
C -0.37339 0.56681 0.12686
C 0.34474 -0.45354 0.93818
O 0.70488 -1.51764 0.48644
O 0.53264 -0.10722 2.20503
C -1.63549 -0.01700 -0.46671
O -2.31504 -0.61229 0.60774
O -1.33901 -0.94318 -1.46323
H 0.99359 2.15667 0.34342
H -0.48711 2.49616 -0.68300
H 1.01077 -0.80775 2.67703
H -2.24270 0.76587 -0.94308
H -3.19244 -0.87784 0.31670
H -0.69236 -1.57082 -1.10045
O 2.88980 0.02853 -0.78325
H 2.36841 -0.75957 -0.60442
H 3.36868 -0.14811 -1.58357
*
```

Values from the calculation:
* structure (SMILES): C=C(C(=O)O)C(O)O.O
* energy above the lowest of the compared OMol25 structures with the same formula, charge and spin: 78.9 kJ/mol
* HOMO-LUMO gap: 11.0 eV
* HOMO level: -10.3 eV

# 2
C4H8OS | ωB97M-V/def2-TZVPD

```
! wB97M-V def2-TZVPD RIJCOSX def2/J DEFGRID3
* xyz 0 1
C 2.61980 0.41204 0.31087
O 1.38030 0.58346 -0.34386
C 0.33010 -0.26353 -0.08121
S -0.42631 -0.11954 1.58945
C -1.07823 0.24879 -0.10564
C -2.36043 -0.40396 -0.45936
H 3.12085 1.37324 0.34825
H 3.23129 -0.52515 -0.07559
H 2.36854 0.30705 1.42412
H 0.46711 -1.27648 -0.45780
H -1.08562 1.24524 -0.34665
H -2.46885 -1.48869 -0.76183
H -2.91647 0.08824 -1.32404
H -3.18210 -0.18071 0.28330
*
```

Values from the calculation:
* structure (SMILES): CO[C@H]1S[C@@H]1C
* energy above the lowest of the compared OMol25 structures with the same formula, charge and spin: 187.0 kJ/mol
* HOMO-LUMO gap: 9.9 eV
* HOMO level: -8.9 eV

# 3
C4H8OS | ωB97M-V/def2-TZVPD

```
! wB97M-V def2-TZVPD RIJCOSX def2/J DEFGRID3
* xyz 0 1
C -2.14513 -1.07340 0.84662
O -1.09420 -0.76161 1.73843
C -0.12346 0.04057 1.25028
C -0.04812 0.59972 0.03582
S 1.27604 1.70282 -0.34131
C 2.23793 0.70605 -1.50509
H -1.78219 -1.60035 -0.04063
H -2.66529 -0.14524 0.55273
H -2.86046 -1.73108 1.39943
H 0.63966 0.21640 2.00286
H -0.79833 0.44700 -0.73782
H 3.09220 1.31445 -1.81475
H 1.66697 0.45932 -2.36013
H 2.60439 -0.17464 -1.02644
*
```

Values from the calculation:
* structure (SMILES): CO/C=C/SC
* energy above the lowest of the compared OMol25 structures with the same formula, charge and spin: 114.6 kJ/mol
* HOMO-LUMO gap: 9.4 eV
* HOMO level: -8.4 eV

# 4
C4H8OS | ωB97M-V/def2-TZVPD

```
! wB97M-V def2-TZVPD RIJCOSX def2/J DEFGRID3
* xyz 0 1
C 0.35473 -0.30001 -1.67467
C 0.40811 -0.96721 -0.25231
C -0.62304 -0.46047 0.73850
S -1.66079 -1.52324 1.29225
C -0.61966 1.00052 1.05202
O 0.70322 1.56849 1.03632
H -0.68264 -0.27862 -1.97804
H 0.64912 0.78974 -1.57707
H 0.88086 -0.75747 -2.55785
H 0.29937 -2.01526 -0.34243
H 1.37447 -0.88762 0.29649
H -1.09459 1.46361 0.21194
H -1.14826 1.20166 1.97873
H 1.15911 1.16588 1.77612
*
```

Values from the calculation:
* structure (SMILES): CCC(=S)CO
* energy above the lowest of the compared OMol25 structures with the same formula, charge and spin: 110.8 kJ/mol
* HOMO-LUMO gap: 8.6 eV
* HOMO level: -8.6 eV